1.
This record from the OMol25 dataset describes C6H10O in the gas phase. The level of theory is the ωB97M-V functional and the def2-TZVPD basis.

The geometry in XYZ format:
```
17
Properties=species:S:1:pos:R:3
C -1.9341 0.1744 -0.5226
C -0.8563 0.3037 0.5449
C -0.0634 -1.0105 0.7046
C 0.9691 -1.1473 -0.3818
C 1.6882 -0.0634 -0.6638
C 1.3646 1.1775 0.1226
O -0.0324 1.4118 0.1943
H -2.7016 -0.5460 -0.2165
H -1.4908 -0.1578 -1.4675
H -2.4122 1.1434 -0.6902
H -1.3328 0.5424 1.5081
H -0.7633 -1.8511 0.7141
H 0.4321 -1.0100 1.6862
H 1.0994 -2.0890 -0.9103
H 2.4557 -0.0399 -1.4324
H 1.7842 1.0854 1.1389
H 1.7935 2.0763 -0.3286
```

Results
**ΔE to the lowest compared entry with this formula, charge and spin**: 12.63 kcal per mole
**E_HOMO**: -0.348 Ha
**Frontier orbital gap**: 10.572 eV
**SMILES string**: C[C@H]1CC=CCO1
**Multiplicity**: 1
**Electronic energy**: -8430.6928 eV
**LUMO energy**: 1.1097 eV


2.
This record from the OMol25 dataset describes C6H10O in the gas phase. The level of theory is the ωB97M-V functional and the def2-TZVPD basis.

The geometry in XYZ format:
```
17
Properties=species:S:1:pos:R:3
C 1.3429 1.5136 -0.5916
C 0.9475 0.0839 -0.2912
O 0.9699 -0.1034 1.1204
C 0.0489 -1.1237 1.3975
C -1.1043 -1.0274 0.3851
C -1.6540 0.3494 -0.2210
C -0.4420 -0.3322 -0.7476
H 2.3398 1.7153 -0.1886
H 0.6268 2.2053 -0.1350
H 1.3541 1.6907 -1.6714
H 1.6533 -0.6257 -0.7469
H 0.3656 -2.1090 0.9692
H -0.0900 -1.1551 2.4919
H -1.7026 -1.9357 0.4212
H -1.6657 1.1363 0.5200
H -2.4639 0.4620 -0.9694
H -0.5263 -0.7443 -1.7426
```

Results
**ΔE to the lowest compared entry with this formula, charge and spin**: 32.79 kcal per mole
**E_HOMO**: -0.349 Ha
**Frontier orbital gap**: 10.588 eV
**SMILES string**: C[C@H]1OC[C@H]2C[C@H]21
**Multiplicity**: 1
**Electronic energy**: -8429.8182 eV
**LUMO energy**: 1.0952 eV


3.
This record from the OMol25 dataset describes a molecular structure, C6H10O. The level of theory is the ωB97M-V functional and the def2-TZVPD basis.

The geometry in XYZ format:
```
17
Properties=species:S:1:pos:R:3
C 1.6842 -0.8157 0.0887
C 0.3864 -0.0645 -0.1017
C -0.5658 0.3534 -1.2809
C -1.5912 0.3200 -0.1100
C -0.7803 -0.9046 0.3978
O -1.1850 1.4156 0.7017
C 0.2289 1.1969 0.7642
H 1.8438 -1.5994 -0.6568
H 1.4885 -1.3265 1.0569
H 2.5846 -0.1960 0.1682
H -0.3835 1.3315 -1.7339
H -0.7601 -0.4045 -2.0469
H -2.6749 0.3360 -0.2410
H -0.9377 -1.7676 -0.2582
H -0.5927 -1.2588 1.4304
H 0.7682 2.0657 0.3595
H 0.5339 1.0401 1.8066
```

Results
**ΔE to the lowest compared entry with this formula, charge and spin**: 33.00 kcal per mole
**E_HOMO**: -0.345 Ha
**Frontier orbital gap**: 10.334 eV
**Multiplicity**: 1
**Electronic energy**: -8429.8092 eV
**LUMO energy**: 0.9591 eV